# 1
{
  "formula": "C32H44N7O7P2Pt",
  "method": "wB97M-V/def2-TZVPD",
  "species": ["Pt", "O", "C", "C", "C", "C", "C", "C", "N", "H", "H", "H", "H", "H", "H", "H", "O", "N", "O", "C", "C", "C", "C", "C", "C", "N", "C", "C", "N", "C", "C", "C", "C", "H", "H", "H", "H", "H", "H", "H", "C", "N", "C", "N", "C", "N", "C", "P", "C", "C", "H", "H", "H", "H", "H", "H", "H", "H", "H", "H", "H", "H", "C", "C", "C", "C", "O", "P", "O", "O", "O", "C", "C", "C", "C", "H", "H", "H", "H", "H", "H", "H", "H", "H", "H", "H", "H", "H", "H", "H", "H", "H", "H"],
  "xyz": [[0.082, -0.787, 0.025], [-2.587, 0.306, 1.132], [-2.844, -0.505, 2.232], [-1.819, -1.538, 2.589], [-2.045, -2.233, 3.789], [-1.134, -3.157, 4.172], [0.031, -3.345, 3.417], [0.179, -2.642, 2.273], [-0.747, -1.759, 1.795], [-1.772, 0.843, 1.277], [-3.800, -1.012, 2.013], [-3.044, 0.138, 3.115], [-2.940, -2.052, 4.386], [-1.236, -3.761, 5.072], [0.829, -3.967, 3.865], [1.087, -2.702, 1.697], [4.282, -0.672, -5.700], [3.662, -1.741, -5.586], [3.449, -2.613, -6.353], [2.959, -1.888, -4.203], [2.611, -3.160, -3.913], [1.829, -3.454, -2.720], [1.385, -4.745, -2.335], [0.527, -4.863, -1.270], [0.139, -3.743, -0.598], [0.569, -2.542, -0.896], [1.388, -2.373, -1.975], [1.762, -1.057, -2.299], [1.319, -0.091, -1.459], [1.721, 1.165, -1.542], [2.590, 1.527, -2.621], [2.973, 0.605, -3.546], [2.627, -0.752, -3.396], [2.896, -3.951, -4.602], [1.760, -5.593, -2.880], [0.148, -5.777, -0.881], [-0.590, -3.765, 0.196], [1.410, 1.832, -0.740], [2.917, 2.555, -2.693], [3.588, 0.902, -4.383], [-3.059, 1.101, -3.880], [-2.968, -0.348, -3.777], [-4.281, -0.968, -3.599], [-4.651, -0.477, -2.292], [-4.800, 0.965, -2.292], [-3.518, 1.597, -2.576], [-2.493, 1.395, -1.554], [-2.130, -0.452, -1.214], [-1.854, -0.863, -3.024], [-3.928, -1.035, -1.170], [-3.711, 1.386, -4.707], [-2.062, 1.510, -4.071], [-4.196, -2.046, -3.653], [-4.963, -0.619, -4.383], [-5.224, 1.367, -1.368], [-5.461, 1.210, -3.113], [-2.805, 1.874, -0.630], [-1.580, 1.811, -1.993], [-1.636, -1.928, -3.225], [-0.967, -0.325, -3.305], [-4.297, -0.586, -0.235], [-4.076, -2.107, -1.144], [0.912, 5.253, 1.933], [0.179, 4.081, 2.500], [0.203, 4.053, 4.004], [-1.242, 3.931, 1.937], [1.025, 2.885, 1.957], [0.542, 1.410, 2.003], [-0.298, 0.901, 3.109], [-0.121, 1.144, 0.596], [1.892, 0.535, 1.760], [3.146, 0.413, 2.614], [2.809, 0.499, 4.132], [4.057, 1.543, 2.131], [3.680, -0.919, 2.215], [0.421, 6.168, 2.257], [0.966, 5.312, 0.847], [1.937, 5.321, 2.274], [-0.164, 5.043, 4.344], [1.235, 3.980, 4.373], [-0.404, 3.270, 4.435], [-1.803, 4.854, 2.090], [-1.779, 3.165, 2.453], [-1.247, 3.709, 0.881], [2.365, 1.449, 4.371], [3.738, 0.324, 4.674], [2.087, -0.281, 4.434], [3.725, 2.489, 2.524], [4.075, 1.688, 1.065], [5.071, 1.351, 2.431], [3.054, -1.680, 2.653], [4.671, -1.037, 2.623], [3.770, -0.951, 1.132]],
  "forces_ev_per_a": [[0.432, -0.505, -0.564], [0.153, 0.586, -1.059], [-1.149, -0.001, 0.880], [0.241, 0.292, -0.367], [-0.468, 0.440, -0.738], [0.958, -1.035, 0.505], [0.180, -0.439, 1.435], [0.356, 0.639, -0.687], [-0.095, -0.059, 0.701], [-0.037, -0.149, 0.118], [0.236, 0.010, 0.168], [0.276, -0.430, -0.320], [0.241, 0.134, -0.287], [-0.221, 0.295, -0.057], [-0.487, 0.310, -0.809], [0.150, -0.174, -0.105], [-0.549, -1.946, -0.695], [-0.358, 2.650, 2.960], [0.520, -0.409, -1.287], [0.487, -0.514, -1.314], [-0.246, 0.045, 0.673], [-0.133, -1.456, -0.651], [1.610, 0.900, -1.541], [-0.667, 0.234, 1.123], [-1.272, -1.657, 0.809], [-0.176, 2.481, 0.427], [0.649, 1.534, -0.639], [0.566, -1.422, -0.696], [-1.245, 0.310, 1.386], [1.586, 0.671, -1.484], [-1.611, 0.813, 2.197], [0.534, -1.430, -0.954], [-0.441, 0.643, 0.244], [-0.096, 0.087, 0.206], [-0.069, -0.248, -0.074], [-0.124, -0.756, -0.161], [0.011, -0.403, 0.123], [0.067, -0.010, -0.425], [0.009, -0.019, 0.025], [0.025, -0.029, 0.081], [1.069, 0.928, -1.103], [0.491, -0.159, 0.159], [0.033, -0.273, -0.867], [0.686, 0.126, 0.903], [-1.844, 1.168, 0.202], [0.992, -2.484, 0.445], [-0.412, 0.394, -0.896], [0.914, -0.282, 1.137], [-0.590, -0.157, -0.893], [-0.712, 0.998, 0.136], [-0.219, 0.002, 0.249], [-0.217, -0.088, -0.093], [-0.042, -0.215, 0.229], [0.068, -0.016, 0.287], [0.128, -0.354, 0.018], [-0.320, 0.212, -0.071], [0.159, -0.023, 0.188], [0.146, 0.019, 0.637], [-0.477, 0.242, 0.349], [0.614, 0.382, -0.162], [-0.068, -0.178, -0.297], [0.396, -0.383, -0.041], [0.187, 0.935, -0.246], [0.076, -1.020, -0.854], [0.431, 0.918, 0.290], [0.422, 0.622, 0.242], [-0.785, 0.556, 0.670], [1.897, -1.153, 0.607], [-0.150, 0.568, -0.268], [-0.965, 0.096, -0.113], [-0.907, 0.377, 0.366], [-0.647, 1.014, 0.037], [-0.093, -0.888, -1.246], [-0.450, 0.000, 0.490], [0.210, 0.122, 0.110], [-0.096, 0.085, 0.095], [-0.290, -0.391, -0.081], [0.194, -0.204, 0.312], [0.023, -0.569, -0.046], [-0.253, -0.071, -0.123], [-0.113, -0.210, 0.031], [0.123, 0.083, 0.014], [-0.320, -0.656, 0.445], [0.211, 0.047, -0.471], [0.057, 0.505, 0.236], [-0.033, 0.251, 0.131], [0.313, 0.227, -0.274], [-0.010, 0.378, 0.393], [-0.187, -0.443, -0.611], [0.482, 0.003, 0.365], [-0.212, -0.563, -0.231], [0.393, -0.117, 0.186], [-0.146, -0.348, -0.118]],
  "orbital_gap_ev": [4.69, 2.58],
  "largest_force_ev_per_a": 3.99,
  "e_above_lowest_ev": 1.705,
  "total_energy_ha": -2956.70075,
  "multiplicity": 5,
  "charge": 3
}

# 2
{
  "formula": "C32H45BCl3NO7S",
  "method": "wB97M-V/def2-TZVPD",
  "species": ["C", "C", "Cl", "C", "Cl", "C", "C", "C", "O", "O", "B", "C", "C", "O", "Cl", "S", "C", "O", "O", "O", "C", "C", "C", "C", "C", "C", "C", "C", "C", "C", "C", "C", "C", "C", "C", "H", "H", "H", "H", "H", "H", "H", "H", "H", "H", "H", "H", "H", "H", "H", "H", "H", "H", "H", "H", "H", "H", "H", "H", "H", "C", "C", "N", "C", "C", "C", "C", "C", "O", "C", "H", "H", "H", "H", "H", "H", "H", "H", "H", "H", "H", "H", "H", "H", "H", "H", "H", "H", "H", "H"],
  "xyz": [[2.770, 0.517, 4.312], [2.880, 0.667, 2.823], [3.121, -0.813, 2.006], [2.790, 1.823, 2.166], [2.507, 3.187, 3.224], [2.921, 2.172, 0.659], [3.437, 3.640, 0.614], [3.946, 4.086, -0.725], [5.079, 4.441, -0.904], [3.930, 1.438, 0.026], [3.481, 0.807, -1.207], [4.129, 1.441, -2.577], [5.610, 1.421, -2.667], [6.407, 1.451, -1.804], [6.212, 1.393, -4.400], [3.828, -1.135, -1.436], [2.227, -1.954, -1.277], [4.708, -1.709, -0.428], [4.208, -1.390, -2.822], [2.039, 1.030, -1.218], [1.566, 1.884, -0.185], [0.478, 0.999, 0.472], [-0.799, 1.509, 1.096], [-1.971, 0.969, 0.578], [-3.220, 1.263, 1.108], [-3.310, 2.149, 2.175], [-2.156, 2.729, 2.701], [-2.235, 3.715, 3.832], [-0.911, 2.392, 2.164], [0.923, 3.082, -0.877], [0.697, 3.044, -2.251], [0.125, 4.127, -2.909], [-0.257, 5.265, -2.208], [-0.076, 5.299, -0.832], [0.508, 4.219, -0.182], [3.098, -0.475, 4.601], [1.745, 0.678, 4.638], [3.422, 1.234, 4.806], [4.287, 3.699, 1.288], [2.700, 4.362, 0.937], [3.220, 4.149, -1.552], [3.844, 2.495, -2.640], [3.723, 0.967, -3.465], [1.776, -2.007, -2.263], [1.584, -1.365, -0.630], [2.385, -2.935, -0.835], [0.944, 0.325, 1.186], [0.158, 0.390, -0.370], [-1.866, 0.277, -0.249], [-4.101, 0.795, 0.690], [-4.275, 2.388, 2.598], [-1.606, 3.419, 4.668], [-1.890, 4.691, 3.492], [-3.260, 3.835, 4.171], [-0.028, 2.824, 2.603], [0.980, 2.178, -2.827], [-0.012, 4.089, -3.980], [-0.687, 6.107, -2.729], [-0.389, 6.163, -0.264], [0.637, 4.275, 0.887], [-4.128, -3.415, -2.398], [-3.297, -4.450, -1.669], [-1.959, -3.966, -1.166], [-1.142, -3.518, -2.346], [-1.192, -5.127, -0.573], [-1.750, -5.777, 0.682], [-2.025, -2.768, -0.249], [-2.898, -2.794, 0.987], [-4.252, -2.985, 0.644], [-5.058, -3.553, 1.669], [-3.668, -3.091, -3.330], [-5.081, -3.875, -2.654], [-4.342, -2.546, -1.781], [-3.063, -5.281, -2.337], [-3.840, -4.848, -0.820], [-1.099, -4.331, -3.065], [-0.142, -3.267, -2.001], [-1.600, -2.642, -2.790], [-0.185, -4.757, -0.387], [-1.137, -5.859, -1.377], [-1.462, -5.241, 1.583], [-1.313, -6.772, 0.762], [-2.832, -5.898, 0.668], [-2.349, -1.943, -0.880], [-0.995, -2.575, 0.054], [-2.765, -1.804, 1.443], [-2.566, -3.530, 1.718], [-4.571, -3.498, 2.644], [-5.279, -4.600, 1.439], [-5.995, -3.002, 1.717]],
  "forces_ev_per_a": [[0.308, 0.017, -0.067], [-0.066, 0.254, 0.115], [0.120, -0.386, -0.490], [-0.006, -0.226, -0.310], [-0.244, 0.272, 0.239], [-0.096, 0.635, 0.086], [0.109, -0.202, -0.155], [-0.042, 0.059, -0.083], [0.199, 0.098, -0.029], [-0.146, -0.849, 0.360], [-0.223, 1.496, -0.283], [-0.061, -0.134, 0.067], [0.009, -0.025, -0.010], [0.178, -0.053, 0.125], [0.040, 0.028, -0.116], [0.560, -0.362, 0.028], [-0.462, -0.006, 0.278], [-0.241, -0.091, 0.191], [-0.143, 0.058, -0.077], [0.092, -0.399, 0.028], [0.421, -0.501, -0.716], [-0.198, 0.118, 0.519], [0.009, 0.134, -0.117], [-0.315, -0.127, 0.071], [0.369, 0.060, 0.104], [0.179, -0.068, -0.125], [0.016, -0.186, -0.099], [-0.028, 0.083, -0.223], [-0.293, -0.154, -0.050], [-0.082, 0.322, 0.189], [-0.116, 0.225, -0.116], [-0.021, 0.141, 0.186], [0.096, -0.232, 0.039], [0.054, -0.199, -0.092], [-0.139, -0.028, -0.105], [-0.091, -0.140, 0.030], [-0.062, 0.041, 0.108], [-0.097, 0.117, 0.109], [0.092, -0.010, 0.036], [-0.128, 0.130, 0.048], [-0.153, -0.043, -0.040], [0.021, 0.026, 0.034], [-0.067, -0.055, -0.055], [0.071, -0.047, -0.151], [0.008, 0.100, 0.158], [0.185, -0.162, -0.098], [0.195, -0.100, 0.022], [0.031, -0.086, -0.064], [-0.185, 0.026, -0.136], [-0.132, 0.053, -0.005], [-0.066, 0.067, 0.052], [0.025, -0.044, 0.105], [0.057, 0.096, 0.031], [-0.070, -0.026, 0.134], [0.221, 0.089, 0.086], [0.133, -0.095, 0.081], [-0.016, -0.040, -0.085], [-0.052, 0.073, -0.026], [0.015, 0.083, 0.060], [0.017, -0.027, 0.179], [0.074, 0.121, -0.050], [-0.150, -0.134, -0.038], [0.187, 0.023, -0.132], [0.029, -0.010, 0.046], [-0.008, -0.130, 0.125], [0.041, 0.047, 0.056], [-0.059, 0.190, 0.017], [-0.059, -0.008, 0.128], [0.025, -0.102, -0.061], [-0.045, 0.050, -0.009], [-0.006, -0.027, -0.012], [-0.013, -0.023, 0.018], [-0.027, -0.031, 0.047], [0.049, -0.002, 0.012], [-0.011, 0.099, 0.052], [0.008, -0.007, -0.026], [0.013, 0.016, -0.006], [-0.013, 0.006, -0.027], [0.029, 0.013, -0.032], [0.029, 0.017, -0.033], [-0.040, 0.028, -0.004], [-0.002, -0.015, -0.048], [-0.009, -0.016, -0.010], [0.027, 0.039, 0.019], [0.023, 0.086, -0.016], [0.086, -0.016, 0.021], [-0.013, -0.053, -0.046], [0.003, 0.034, 0.019], [0.042, -0.002, 0.023], [-0.006, 0.010, -0.008]],
  "orbital_gap_ev": 6.90,
  "largest_force_ev_per_a": 1.54,
  "e_above_lowest_ev": 0.000,
  "total_energy_ha": -3631.36538,
  "multiplicity": 1
}